C4H5N3 | the ωB97M-V functional and the def2-TZVPD basis

Summary:
Frontier orbital gap, eV: 9.5184
Calculated total energy, a.u.: -319.47302

Atoms and positions in Å:
C -0.1135 1.3882 -1.5327
C 0.4290 0.1847 -0.7649
C -0.3326 -1.1108 1.7831
C 0.1861 -1.4774 0.6647
N 1.6160 -0.0659 -1.3181
N 1.8893 0.8182 -2.2115
N 0.8746 1.6705 -2.3404
H -0.3185 -0.0408 1.9226
H 1.1256 2.5102 -2.8713
H -0.5915 -1.7709 2.7072
H -1.0829 1.9349 -1.2960
H 0.4001 -2.4828 0.4105